Record 1
Density functional theory data (ωB97M-V/def2-TZVPD) for a molecular structure, C30H25InN5O23S3V at a distorted geometry.

XYZ file:
```
88
Properties=species:S:1:pos:R:3:forces:R:3
In -3.462717 -2.762417 -0.682177 -0.1 1.2 0.3
O -2.548488 2.640978 0.325174 -0.5 -0.7 0.7
V -3.255037 1.444518 1.018891 -0.3 -1.3 -1.3
S -4.539476 2.053937 3.477982 1.0 -0.8 0.1
O -3.838406 0.819897 3.067377 0.6 -1.4 1.1
O -5.948071 1.624019 3.679565 0.0 0.1 0.3
O -4.007226 2.720447 4.627144 -0.6 -0.1 0.1
O -4.325502 2.779647 2.222753 -0.2 1.9 -2.1
S -5.423684 -0.042040 0.032992 -0.9 -2.7 2.7
O -6.646879 -0.031023 0.798555 0.0 0.8 -0.8
O -5.464261 -0.924622 -1.112219 0.3 -0.2 -1.2
O -4.886341 1.315731 -0.277496 1.7 2.5 0.0
O -4.311154 -0.509907 0.942442 0.9 -0.2 0.3
S -1.141033 -0.355212 0.515924 -0.4 0.0 -1.1
O -1.384138 -1.766921 0.738220 0.3 -0.9 0.3
O -2.185768 0.139100 -0.409342 -0.9 0.9 -1.8
O -1.593754 0.483792 1.676120 -0.8 1.3 2.1
O 0.209752 -0.036302 0.135739 0.2 -0.1 0.1
C 3.531108 -0.209022 -0.213027 0.7 -0.5 -0.4
C 3.283637 0.294623 1.054166 -0.4 0.8 -0.3
C 4.314894 0.561018 1.938075 -0.3 -0.5 -0.2
C 5.606388 0.235189 1.540357 -0.7 0.1 0.6
C 5.863421 -0.289652 0.301279 0.8 -0.6 -1.1
C 4.836209 -0.523631 -0.601356 -0.9 0.2 0.8
N 6.690296 0.370875 2.510410 0.8 0.2 0.3
O 6.431383 0.840509 3.600951 -0.3 0.0 0.0
O 7.812097 0.012411 2.191828 -0.3 0.0 -0.2
H 2.765027 -0.453297 -0.939029 -0.4 0.3 0.4
H 2.280439 0.611826 1.311341 -0.1 -0.3 0.0
H 4.046218 0.933029 2.915015 0.5 0.1 0.1
H 6.875971 -0.558366 0.026034 0.0 0.1 0.2
H 4.947312 -1.028039 -1.550532 0.5 0.2 0.0
C -3.455806 3.595363 -5.379266 -0.6 -0.2 -0.3
C -2.256919 3.076038 -5.828643 0.3 -1.0 0.1
C -1.764907 1.875819 -5.301566 0.3 0.6 0.4
C -2.453044 1.267005 -4.259859 -0.1 0.1 -1.0
C -3.648596 1.787465 -3.809914 -0.3 -0.5 0.5
C -4.163249 2.942099 -4.371083 0.4 0.1 0.3
N -1.992809 -0.035745 -3.740334 -0.1 0.8 -0.1
O -0.931257 -0.459183 -4.145599 0.2 -0.2 0.0
O -2.715474 -0.574055 -2.937693 -0.1 -0.6 0.1
H -3.896032 4.416188 -5.931410 0.1 0.3 0.4
H -1.704572 3.527429 -6.640766 -0.1 0.2 0.0
H -0.800549 1.505819 -5.619885 -0.1 -0.2 -0.1
H -4.198008 1.251455 -3.043976 0.1 0.1 0.1
H -5.089645 3.296147 -3.940675 -0.1 0.3 -0.4
C 1.414492 -1.305347 4.632062 -0.6 0.2 -0.5
C 1.141611 -2.031604 5.773284 0.5 -0.4 0.2
C -0.118475 -2.556876 6.018578 -0.2 -0.6 0.3
C -1.097158 -2.457319 5.052993 0.5 1.7 -0.3
C -0.851447 -1.675548 3.918814 -0.8 -0.4 0.2
C 0.385216 -1.093943 3.710700 0.0 -0.3 0.1
N -2.473065 -2.887394 5.362822 0.8 -0.2 -0.1
O -2.610161 -3.568781 6.358162 -0.2 -0.2 0.4
O -3.357105 -2.550829 4.620664 -0.4 0.1 -0.3
H 2.396504 -0.879346 4.476839 0.0 0.0 0.0
H 1.963962 -2.258521 6.441411 -0.2 0.2 0.3
H -0.379408 -3.051634 6.945403 0.3 -0.1 0.0
H -1.669131 -1.487313 3.236460 0.1 -0.1 -0.1
H 0.490893 -0.507598 2.808879 0.3 0.1 0.1
C 1.017850 -4.197800 1.396918 -0.5 -0.9 0.1
C 1.420648 -5.524582 1.412641 0.9 0.0 -0.6
C 2.522766 -5.904778 0.634859 -0.7 -0.1 0.3
C 3.219509 -4.945117 -0.080846 -0.2 0.4 0.2
C 2.867322 -3.596729 -0.044708 -0.8 -0.5 -0.2
C 1.740136 -3.259385 0.686723 -0.2 0.6 0.2
N 4.368460 -5.342970 -0.894250 0.3 -0.1 0.0
O 5.001458 -4.473439 -1.457555 0.0 0.3 -0.1
O 4.658028 -6.520229 -0.935575 -0.1 -0.3 0.0
H 0.047034 -3.963453 1.817985 0.3 0.4 0.3
H 0.917398 -6.296328 1.976792 -0.3 0.1 0.0
H 2.703658 -6.964160 0.526620 0.5 0.1 0.0
H 3.289248 -2.877562 -0.726330 0.5 0.0 0.2
H 1.348383 -2.249233 0.716670 0.2 0.1 -0.3
C 1.106521 2.437374 -2.562560 -0.4 -1.0 0.8
C 1.890018 3.359761 -3.208074 -0.1 1.2 -0.6
C 1.315299 4.563996 -3.624181 -0.4 0.1 -0.5
C -0.044423 4.786371 -3.423753 0.1 -1.5 0.5
C -0.844725 3.798286 -2.850860 0.1 0.4 0.3
C -0.252289 2.641430 -2.362916 -0.2 0.7 -0.3
N -0.666570 6.030559 -3.838152 0.5 0.3 -0.5
O -1.827766 6.222629 -3.575330 -0.6 -0.1 0.2
O 0.033523 6.820710 -4.447238 0.1 0.2 -0.1
H 1.517911 1.510510 -2.177878 0.2 0.1 -0.1
H 2.935589 3.189409 -3.420446 0.0 -0.1 0.1
H 1.819830 5.305799 -4.228900 0.4 0.0 0.3
H -1.912745 3.940688 -2.757142 0.0 0.1 0.1
H -0.890146 1.957361 -1.822074 0.2 -0.4 0.0
```
Positions in Å, forces in eV/Å.

Computed properties:
* orbital gap (alpha / beta): 7.35 / 5.38 eV
* expectation value of S²: 0.7620
* spin multiplicity: 2
* strongest force on any atom: 3.90 eV/A
* highest occupied orbital energy (alpha / beta): -0.2783 / -0.2773 Eh
* energy relative to the best compared isomer or geometry (same formula, charge and spin): 0.00 kJ/mol
* charge: -1
* LUMO energy (alpha / beta): -0.0083 / -0.0796 Ha

=====

Record 2
Density functional theory data (ωB97M-V/def2-TZVPD) for a gas-phase ion, C4H12NO (charge +1) at a distorted geometry.

XYZ file:
```
18
Properties=species:S:1:pos:R:3:forces:R:3
C 0.104873 1.729992 0.276615 2.3 -0.2 0.4
C 1.084154 0.575864 -0.334638 1.9 1.0 2.1
C 0.222091 -0.328641 -1.130522 -2.9 -0.8 -3.1
C -0.120997 -1.756395 -0.615400 0.4 -0.6 -1.1
O -0.276916 -1.787329 0.789700 0.3 -0.5 1.0
N -0.825525 1.035874 1.361216 2.9 -2.1 -0.2
H -0.443914 1.949302 -0.644588 -0.4 0.6 0.9
H 0.673394 2.685243 0.740660 -1.6 -2.5 -0.9
H 1.891620 1.040394 -0.984794 -1.3 -0.1 0.7
H 1.786382 -0.007133 0.424215 -1.8 1.2 -1.0
H 0.585839 -0.379076 -2.185379 0.5 -0.7 0.9
H -0.734220 0.171400 -1.495561 0.6 -0.1 1.2
H -1.000416 -2.347868 -0.903864 -0.3 1.3 -1.4
H 0.667739 -2.358218 -1.092634 0.5 -0.3 1.2
H -0.693598 -2.653819 0.999742 0.6 1.0 0.1
H -0.011228 0.378756 1.946169 -3.5 2.2 -1.6
H -1.527255 0.359579 0.931352 1.5 0.7 0.5
H -1.382024 1.692076 1.917711 0.6 -0.1 0.2
```
Positions in Å, forces in eV/Å.

Computed properties:
* orbital gap: 10.49 eV
* strongest force on any atom: 4.43 eV/A
* highest occupied orbital energy: -0.5144 Eh
* energy relative to the best compared isomer or geometry (same formula, charge and spin): 265.99 kJ/mol
* SMILES: [NH3+]CCCCO
* charge: +1
* LUMO energy: -0.1291 Ha

=====

Record 3
Density functional theory data (ωB97M-V/def2-TZVPD) for a molecular structure, C17H17BrCl2NiO2SSe2 at a distorted geometry.

XYZ file:
```
43
Properties=species:S:1:pos:R:3:forces:R:3
Ni 0.538521 0.368356 -0.358396 -1.2 -0.1 -0.7
Cl 1.291701 2.527571 -0.401804 0.4 -0.5 0.0
C -0.096711 3.536414 -0.225336 -1.1 0.4 0.1
C 0.048228 4.908472 -0.152347 0.2 -0.1 0.0
C -1.081734 5.698255 -0.026552 0.0 0.0 0.0
C -2.339979 5.118786 0.014110 0.0 -0.1 0.0
C -2.473260 3.744119 -0.065545 0.5 0.1 0.0
Cl -4.037257 3.029783 -0.040001 -0.2 0.0 0.0
C -1.346423 2.913315 -0.175175 0.4 0.0 0.0
S -1.519263 1.187734 -0.245428 0.2 -0.7 -0.2
H 1.031833 5.351313 -0.193811 0.1 0.0 0.0
H -0.980974 6.771019 0.032232 0.0 0.1 0.0
H -3.221395 5.734981 0.104368 -0.1 0.0 0.0
C -3.752160 -3.545448 -0.026035 0.3 0.3 0.1
Se -3.361536 -1.646049 0.255078 -0.1 0.0 0.1
C -1.856176 -1.840959 1.503302 -0.2 0.1 -0.2
C -0.739656 -2.677609 0.926682 0.1 0.0 -0.1
Se -0.182099 -2.013846 -0.847312 -0.1 0.6 0.4
C 1.478414 -3.025862 -0.861158 0.1 0.2 0.1
H -3.821039 -4.057414 0.929720 0.0 -0.1 0.0
H -2.986583 -3.996331 -0.654833 0.0 0.0 0.0
H -4.708102 -3.595437 -0.538656 0.0 0.0 0.0
H -2.236847 -2.269638 2.431819 0.1 0.0 0.0
H -1.511427 -0.823998 1.703657 -0.1 -0.1 0.0
H -1.057990 -3.712593 0.789958 0.1 0.0 -0.1
H 0.144801 -2.652514 1.566157 0.0 0.0 -0.1
H 2.066203 -2.750261 0.010675 0.0 0.0 0.0
H 2.019570 -2.765620 -1.765332 0.0 0.0 0.0
H 1.246230 -4.088393 -0.843864 -0.1 0.0 0.0
Br 6.863611 0.512966 3.339140 0.0 0.0 -0.1
C 6.186767 0.121359 1.603960 0.1 0.0 0.2
C 7.074692 -0.056808 0.555406 0.0 0.0 0.1
C 6.578342 -0.331276 -0.709495 0.0 0.0 0.0
C 5.213669 -0.420301 -0.922367 -0.1 0.0 0.1
C 4.337470 -0.240358 0.142235 0.1 0.0 0.0
C 4.821721 0.029623 1.416883 0.0 -0.1 0.0
C 2.862733 -0.244745 -0.081651 0.1 -0.3 0.5
O 2.413910 -0.166114 -1.255525 -0.1 0.2 0.0
O 2.081153 -0.290047 0.909351 0.7 0.0 0.1
H 8.138866 0.019595 0.729125 0.0 0.0 0.0
H 7.265124 -0.464057 -1.532905 0.0 0.0 0.0
H 4.812071 -0.619830 -1.904662 0.0 0.0 -0.1
H 4.125379 0.169745 2.230935 0.0 0.0 0.0
```
Positions in Å, forces in eV/Å.

Computed properties:
* orbital gap (alpha / beta): 6.88 / 6.88 eV
* strongest force on any atom: 1.39 eV/A
* highest occupied orbital energy (alpha / beta): -0.2886 / -0.2886 Eh
* charge: 0
* LUMO energy (alpha / beta): -0.0358 / -0.0358 Ha

=====

Record 4
Density functional theory data (ωB97M-V/def2-TZVPD) for a single C3H4F2S molecule at a distorted geometry.

XYZ file:
```
10
Properties=species:S:1:pos:R:3:forces:R:3
C 0.776405 0.885333 0.168339 1.8 -0.8 0.8
C 0.095499 -0.436067 0.200030 -1.3 -0.1 2.7
C -1.176526 -0.524370 -0.572012 -2.1 -1.1 1.5
H 0.563249 1.352309 -0.750917 -0.1 0.9 -1.2
H 0.604401 1.552107 1.014763 -0.3 -0.3 -0.1
H 0.749631 -1.156488 -0.185328 1.2 -1.0 -1.0
H -1.196388 -0.143065 -1.567295 0.6 0.4 -0.7
F 2.166878 0.553592 0.189283 -0.7 0.7 0.0
F -0.004243 -0.867043 1.584187 -0.4 0.6 -1.7
S -2.578905 -1.216308 -0.081052 1.3 0.6 -0.2
```
Positions in Å, forces in eV/Å.

Computed properties:
* orbital gap: 8.45 eV
* strongest force on any atom: 2.99 eV/A
* highest occupied orbital energy: -0.3402 Eh
* energy relative to the best compared isomer or geometry (same formula, charge and spin): 87.96 kJ/mol
* SMILES: FC[C@@H](F)C=S
* charge: 0
* LUMO energy: -0.0297 Ha